C3H10N3O | ωB97M-V/def2-TZVPD

Geometry as XYZ:
```
17
Properties=species:S:1:pos:R:3:nbo_charge:R:1
N 0.509 2.231 -0.702 -0.826
C 1.714 1.662 -0.344 0.292
N 1.764 0.684 0.481 -0.767
H -0.129 2.253 0.078 0.381
H 0.556 3.141 -1.132 0.402
H 2.621 2.109 -0.749 0.178
H 2.739 0.428 0.579 0.366
O -0.740 -2.038 1.836 -0.513
C -0.466 -0.952 1.390 0.433
C -0.704 -0.686 -0.093 -0.341
N -1.562 -1.837 -0.559 -0.691
H -0.041 -0.198 2.049 0.200
H -1.248 0.243 -0.221 0.248
H 0.193 -0.656 -0.696 0.284
H -1.072 -2.374 -1.274 0.444
H -1.661 -2.455 0.277 0.465
H -2.472 -1.556 -0.919 0.446
```

Properties
Total charge = +1
E = -9783.8837 eV
E_LUMO = -3.55 eV
ΔE to the lowest compared entry with this formula, charge and spin = 55.72 kcal/mol

C3H10N3O2 | ωB97M-V/def2-TZVPD

Geometry as XYZ:
```
18
Properties=species:S:1:pos:R:3:lowdin_spin:R:1
C 0.032 1.023 2.121 0.014
N 0.968 1.480 -1.494 0.183
C 0.739 1.760 -0.168 0.521
N 0.085 0.896 0.673 0.189
H -1.010 0.959 2.432 0.002
H 0.490 1.963 2.425 0.003
H 0.636 0.226 2.567 0.006
H 0.635 0.634 -1.911 0.009
H 1.595 2.049 -2.020 0.004
H 1.180 2.665 0.222 0.048
H -0.193 -0.030 0.357 0.008
N -0.833 -1.915 0.121 0.002
C -0.269 -2.172 -1.129 0.001
O -0.721 -1.325 -2.102 0.005
O 0.552 -3.014 -1.313 0.001
H -0.549 -2.584 0.821 0.000
H -1.823 -1.711 0.139 0.002
H -1.513 -0.905 -1.741 0.002
```

Properties
Multiplicity = 2
E = -11836.8027 eV
E_LUMO (alpha / beta) = 0.29 / 0.21 eV
ΔE to the lowest compared entry with this formula, charge and spin = 0.00 kcal/mol
Expectation value of S² = 0.753

What is the ΔE to the lowest compared entry with this formula, charge and spin in the second record? 0.00 kcal/mol

The highest ΔE to the lowest compared entry with this formula, charge and spin belongs to which entry? C3H10N3O